--- P ---
Here is 11 unconnected molecules or ions with the total composition C25H72O17S11 from the OMol25 dataset. Energies are from ωB97M-V with the def2-TZVPD basis set.

```
! wB97M-V def2-TZVPD RIJCOSX def2/J DEFGRID3
* xyz 0 1
O -1.82 6.94 1.76
S -2.69 7.72 0.87
O -4.09 7.95 1.15
O -1.96 9.19 0.55
C -2.87 10.30 0.44
C -3.85 10.36 -0.76
C -2.40 7.18 -0.87
H -2.29 11.22 0.56
H -3.48 10.33 1.34
H -3.34 10.53 -1.70
H -4.50 11.21 -0.57
H -4.47 9.46 -0.84
H -1.59 6.45 -0.94
H -2.34 8.01 -1.56
H -3.25 6.62 -1.26
O 6.35 5.00 -1.72
S 7.47 4.41 -2.54
O 7.66 2.94 -2.72
O 7.31 5.08 -4.08
C 8.00 4.48 -5.18
C 7.30 4.97 -6.46
C 9.13 5.08 -2.13
H 7.82 3.40 -5.18
H 9.08 4.62 -5.16
H 6.22 5.00 -6.28
H 7.48 4.19 -7.21
H 7.49 5.96 -6.87
H 9.09 6.16 -2.22
H 9.90 4.44 -2.57
H 9.16 4.87 -1.06
O -5.07 0.08 -8.55
S -4.31 0.69 -7.47
O -3.19 -0.06 -6.88
O -3.74 2.10 -8.08
C -2.81 2.80 -7.32
C -2.85 4.29 -7.45
C -5.57 1.26 -6.26
H -1.88 2.35 -7.67
H -3.02 2.57 -6.28
H -3.62 4.67 -6.79
H -3.14 4.61 -8.45
H -1.88 4.73 -7.24
H -6.07 0.35 -5.94
H -6.24 1.93 -6.80
H -5.12 1.85 -5.47
C 7.10 -2.66 -6.82
S 7.45 -3.32 -8.54
O 6.17 -4.02 -9.06
C 7.73 -1.64 -9.42
H 7.18 -3.53 -6.18
H 6.08 -2.29 -6.80
H 7.78 -1.93 -6.37
H 7.90 -1.96 -10.45
H 8.56 -1.07 -9.01
H 6.81 -1.05 -9.38
C 0.86 -0.88 -1.68
S -0.50 -0.97 -0.45
O -1.83 -1.57 -1.00
C 0.17 -2.20 0.75
H 0.41 -0.64 -2.65
H 1.28 -1.86 -1.88
H 1.66 -0.15 -1.55
H 0.96 -1.75 1.35
H 0.65 -3.03 0.23
H -0.54 -2.52 1.52
C 0.44 -8.81 6.10
S 0.98 -10.54 5.89
O 0.09 -11.47 6.73
C 0.33 -10.65 4.19
H 0.75 -8.38 7.06
H -0.65 -8.77 6.05
H 0.94 -8.21 5.34
H -0.75 -10.51 4.13
H 0.51 -11.68 3.88
H 0.79 -9.95 3.49
C -7.73 -6.07 -0.18
S -6.41 -5.91 1.15
O -6.83 -6.73 2.35
C -4.95 -6.60 0.19
H -7.31 -5.69 -1.11
H -8.64 -5.48 -0.09
H -7.99 -7.11 -0.39
H -4.73 -5.97 -0.67
H -5.38 -7.51 -0.21
H -4.07 -6.91 0.76
C -4.23 -0.08 10.04
S -4.55 -0.72 8.36
O -3.53 -1.92 8.24
C -6.20 -1.45 8.56
H -3.32 0.51 10.05
H -4.14 -0.91 10.74
H -5.03 0.58 10.38
H -6.68 -1.59 7.59
H -6.73 -0.70 9.14
H -6.17 -2.37 9.14
C 3.37 -0.43 7.55
S 4.59 0.52 6.55
O 4.83 -0.30 5.25
C 3.42 1.79 6.10
H 2.92 -1.21 6.94
H 2.64 0.20 8.07
H 3.98 -0.96 8.28
H 2.77 1.99 6.94
H 2.82 1.53 5.22
H 3.94 2.70 5.81
C 7.91 -6.93 3.28
S 7.48 -6.85 1.45
O 6.14 -7.63 1.34
C 6.98 -5.13 1.35
H 7.09 -6.62 3.92
H 8.73 -6.27 3.57
H 8.09 -7.97 3.57
H 6.46 -5.08 0.39
H 7.90 -4.55 1.36
H 6.21 -4.88 2.08
C -9.74 3.94 1.79
S -8.77 3.15 3.13
O -9.68 2.38 4.13
C -7.91 1.86 2.05
H -10.50 4.61 2.18
H -10.31 3.25 1.16
H -9.07 4.50 1.15
H -8.46 0.92 2.06
H -7.01 1.65 2.63
H -7.51 2.18 1.09
*
```

The value obtained for the gap between HOMO and LUMO is 8.49 eV. The highest occupied orbital energy comes out at -8.5 eV.


--- Q ---
Here is 11 unconnected molecules or ions with the total composition C25H72O17S11 from the OMol25 dataset. Energies are from ωB97M-V with the def2-TZVPD basis set.

```
! wB97M-V def2-TZVPD RIJCOSX def2/J DEFGRID3
* xyz 0 1
O 3.00 8.88 1.37
S 4.31 9.26 0.79
O 4.52 9.33 -0.66
O 4.66 10.73 1.54
C 5.84 11.43 1.27
C 5.69 12.87 1.72
C 5.73 8.22 1.47
H 5.94 11.39 0.18
H 6.57 10.92 1.90
H 4.67 13.10 1.39
H 6.42 13.58 1.34
H 5.69 12.89 2.81
H 6.66 8.65 1.10
H 5.57 7.23 1.04
H 5.66 8.35 2.55
O -6.56 -2.34 -4.89
S -5.99 -1.00 -4.75
O -4.55 -0.93 -4.67
O -6.57 0.03 -5.99
C -6.70 -0.56 -7.27
C -8.22 -1.02 -7.37
C -6.67 -0.05 -3.31
H -6.10 -1.46 -7.44
H -6.41 0.12 -8.08
H -8.30 -1.89 -6.73
H -8.30 -1.37 -8.40
H -8.95 -0.26 -7.09
H -7.74 -0.22 -3.41
H -6.37 1.00 -3.43
H -6.20 -0.53 -2.45
O -0.23 -7.96 -0.64
S -0.10 -8.99 0.40
O 0.53 -8.59 1.64
O -1.61 -9.58 0.74
C -2.36 -9.87 -0.43
C -3.64 -10.44 0.00
C 0.78 -10.49 -0.28
H -1.77 -10.63 -0.95
H -2.56 -8.92 -0.91
H -4.30 -10.53 -0.85
H -4.15 -9.89 0.79
H -3.42 -11.40 0.48
H 0.54 -11.28 0.43
H 1.85 -10.32 -0.23
H 0.45 -10.76 -1.28
C -2.20 4.67 -8.15
S -1.79 5.61 -9.71
O -2.83 5.33 -10.84
C -2.18 7.28 -8.94
H -2.23 3.61 -8.39
H -3.24 4.91 -7.93
H -1.61 4.94 -7.27
H -3.08 7.46 -8.36
H -2.04 8.03 -9.71
H -1.37 7.53 -8.25
C 7.09 -1.63 5.16
S 6.55 0.14 5.17
O 6.33 0.52 3.72
C 4.87 -0.18 5.92
H 6.56 -2.26 5.88
H 8.16 -1.69 5.39
H 6.83 -1.95 4.15
H 4.94 -0.48 6.97
H 4.31 -0.94 5.38
H 4.29 0.74 5.92
C -6.40 5.03 2.74
S -8.17 4.60 2.89
O -8.62 4.02 1.57
C -7.77 3.12 3.89
H -6.40 5.98 2.20
H -5.90 4.26 2.14
H -5.87 5.23 3.67
H -6.88 2.58 3.59
H -8.56 2.38 3.84
H -7.63 3.40 4.93
C -7.38 -3.22 5.94
S -7.43 -3.82 4.16
O -8.03 -2.74 3.28
C -5.60 -3.65 3.81
H -8.39 -3.07 6.33
H -6.91 -2.25 6.09
H -6.99 -4.07 6.50
H -5.36 -3.85 2.77
H -5.06 -4.30 4.50
H -5.35 -2.60 3.98
C 7.28 -6.72 -1.88
S 8.22 -7.28 -3.36
O 7.26 -8.09 -4.21
C 9.24 -8.51 -2.44
H 6.66 -5.85 -2.07
H 7.91 -6.42 -1.05
H 6.71 -7.55 -1.45
H 9.19 -8.30 -1.37
H 10.26 -8.46 -2.83
H 8.85 -9.50 -2.66
C 8.10 2.88 -4.80
S 7.80 1.07 -4.53
O 6.46 0.68 -5.17
C 9.19 0.43 -5.57
H 8.53 3.30 -3.89
H 7.12 3.35 -4.92
H 8.81 3.06 -5.61
H 9.09 -0.63 -5.79
H 10.22 0.67 -5.28
H 9.03 0.82 -6.58
C -2.12 0.00 9.01
S -3.11 0.56 10.47
O -4.55 0.79 10.05
C -3.17 -1.10 11.26
H -1.18 -0.46 9.32
H -1.86 0.81 8.33
H -2.66 -0.76 8.43
H -3.92 -1.12 12.05
H -2.18 -1.44 11.56
H -3.57 -1.81 10.54
C 0.52 2.27 -1.05
S 0.62 1.39 0.65
O -0.74 1.38 1.28
C 1.08 -0.29 -0.08
H 0.05 1.55 -1.73
H 1.50 2.44 -1.49
H 0.00 3.22 -0.95
H 2.17 -0.36 -0.06
H 0.59 -0.32 -1.05
H 0.66 -1.04 0.59
*
```

The value obtained for the gap between HOMO and LUMO is 8.98 eV. The highest occupied orbital energy comes out at -8.7 eV.


--- R ---
Here is 11 unconnected molecules or ions with the total composition C25H72O17S11 from the OMol25 dataset. Energies are from ωB97M-V with the def2-TZVPD basis set.

```
! wB97M-V def2-TZVPD RIJCOSX def2/J DEFGRID3
* xyz 0 1
O 1.29 -19.02 -27.95
S 0.24 -19.03 -26.99
O -0.99 -19.73 -27.22
O 0.84 -19.49 -25.53
C -0.02 -20.32 -24.72
C -1.28 -19.67 -24.14
C -0.05 -17.33 -26.40
H 0.60 -20.80 -23.97
H -0.35 -21.17 -25.32
H -1.05 -18.93 -23.37
H -1.83 -20.48 -23.65
H -1.91 -19.23 -24.90
H 0.69 -16.64 -26.79
H -0.18 -17.29 -25.32
H -0.99 -16.93 -26.77
O 4.11 -16.62 -26.54
S 4.88 -15.40 -26.37
O 4.96 -14.37 -27.40
O 4.28 -14.69 -25.02
C 4.58 -13.32 -24.78
C 3.55 -12.80 -23.78
C 6.58 -15.68 -25.82
H 4.40 -12.74 -25.68
H 5.62 -13.14 -24.50
H 2.58 -13.24 -24.03
H 3.48 -11.73 -23.94
H 3.65 -13.03 -22.71
H 6.55 -16.25 -24.90
H 7.15 -14.77 -25.95
H 6.94 -16.36 -26.59
O -3.77 -11.81 -27.57
S -2.71 -12.77 -27.56
O -1.50 -12.49 -28.30
O -2.33 -12.99 -26.00
C -1.16 -13.75 -25.70
C -1.27 -14.52 -24.41
C -3.49 -14.35 -27.99
H -0.36 -13.00 -25.70
H -1.02 -14.48 -26.51
H -1.80 -15.45 -24.59
H -1.86 -13.98 -23.66
H -0.28 -14.70 -23.98
H -3.88 -14.20 -28.99
H -4.28 -14.51 -27.26
H -2.78 -15.17 -27.89
C 3.91 -11.08 -28.21
S 3.72 -9.32 -27.73
O 2.35 -8.87 -28.17
C 3.76 -9.55 -25.88
H 4.15 -11.04 -29.28
H 2.96 -11.59 -28.09
H 4.72 -11.68 -27.78
H 3.61 -8.54 -25.51
H 4.70 -9.97 -25.53
H 2.92 -10.17 -25.56
C 1.42 -14.21 -28.66
S 0.52 -15.45 -29.63
O -0.89 -15.04 -30.02
C 1.49 -15.46 -31.17
H 0.69 -13.73 -28.00
H 1.73 -13.37 -29.28
H 2.23 -14.54 -28.02
H 2.44 -15.98 -30.99
H 1.77 -14.45 -31.47
H 1.03 -16.05 -31.96
C 2.43 -15.87 -35.21
S 2.84 -14.57 -36.41
O 2.22 -14.90 -37.75
C 1.73 -13.36 -35.67
H 3.03 -16.77 -35.37
H 1.38 -16.13 -35.32
H 2.69 -15.49 -34.22
H 0.68 -13.68 -35.69
H 1.78 -12.47 -36.30
H 1.98 -13.11 -34.64
C -3.62 -14.79 -32.82
S -2.01 -15.56 -33.21
O -2.05 -16.09 -34.60
C -0.97 -14.05 -33.03
H -3.49 -14.19 -31.91
H -4.43 -15.47 -32.55
H -3.96 -14.10 -33.59
H -1.01 -13.70 -32.00
H -1.54 -13.32 -33.61
H 0.02 -14.09 -33.46
C 1.62 -20.43 -32.89
S 0.80 -18.89 -32.42
O 1.75 -17.80 -32.93
C -0.61 -18.92 -33.55
H 2.44 -20.63 -32.20
H 2.01 -20.34 -33.90
H 0.94 -21.28 -32.83
H -1.39 -18.25 -33.20
H -0.96 -19.95 -33.51
H -0.29 -18.69 -34.57
C 4.36 -18.37 -32.36
S 5.23 -17.85 -30.84
O 5.05 -16.34 -30.74
C 4.02 -18.56 -29.72
H 3.72 -17.56 -32.71
H 3.84 -19.32 -32.26
H 5.14 -18.46 -33.12
H 3.66 -19.50 -30.13
H 3.19 -17.89 -29.53
H 4.47 -18.74 -28.75
C 6.26 -13.65 -33.43
S 5.32 -12.43 -32.43
O 4.02 -12.25 -33.19
C 4.88 -13.49 -31.06
H 5.66 -14.54 -33.65
H 7.15 -14.03 -32.93
H 6.48 -13.22 -34.41
H 4.10 -12.92 -30.55
H 5.78 -13.61 -30.46
H 4.39 -14.40 -31.39
C -3.97 -19.22 -28.97
S -2.56 -19.45 -30.09
O -3.02 -19.83 -31.48
C -2.04 -17.67 -30.15
H -4.58 -20.11 -28.92
H -4.66 -18.42 -29.26
H -3.59 -18.99 -27.98
H -2.51 -17.17 -31.00
H -0.99 -17.75 -30.42
H -2.03 -17.13 -29.21
*
```

The value obtained for the gap between HOMO and LUMO is 8.05 eV. The highest occupied orbital energy comes out at -8.2 eV.


Going by the energies, R is most stable and the next is 78.5 kcal/mol up.